22
Properties=species:S:1:pos:R:3:forces:R:3 method="wB97M-V/def2-TZVPD" charge=+2 orbital_gap_ev="8.016 / 4.154" homo_energy_ev="-18.69 / -16.39"
C 1.07532 -0.65492 -0.66078 -1.59 0.88 -3.05
O -0.07758 0.07385 -1.02986 1.06 -0.74 0.22
C -1.28391 -0.60337 -0.82664 -0.17 -0.90 -0.02
C -2.24010 0.26879 -0.05117 -0.85 0.21 -0.19
O -2.18159 1.59121 -0.52470 0.55 -0.84 0.44
C -3.20758 2.40672 -0.02040 -0.68 1.17 0.04
H 1.91353 -0.11041 -1.12761 -0.08 0.01 0.79
H 1.07691 -1.67390 -1.09602 -0.20 0.08 0.68
H -1.11485 -1.53697 -0.25281 -0.17 0.27 -0.34
H -1.73904 -0.88366 -1.79584 0.28 0.23 0.19
H -1.98201 0.23537 1.02373 -0.07 0.14 -0.23
H -3.26340 -0.13439 -0.16638 0.22 0.18 0.26
H -3.18279 2.44404 1.08276 0.02 -0.18 -0.27
H -3.05491 3.41933 -0.41275 0.01 -0.40 0.05
H -4.20061 2.04267 -0.33702 0.25 -0.07 0.07
Ga 1.14851 -0.64309 1.36294 -1.67 -0.44 0.79
O 2.96367 -0.44704 1.26397 1.11 0.99 1.16
H 3.31278 0.42286 1.49597 0.77 0.02 0.04
C 3.85663 -1.37470 0.64014 1.11 -0.84 -1.02
H 4.84275 -1.30102 1.10700 -0.25 -0.06 -0.18
H 3.45565 -2.38609 0.75932 0.06 0.24 0.27
H 3.88260 -1.15530 -0.43383 0.30 0.04 0.29

=====

22
Properties=species:S:1:pos:R:3:forces:R:3 method="wB97M-V/def2-TZVPD" multiplicity=5 charge=+2 orbital_gap_ev="6.663 / 5.811" homo_energy_ev="-15.69 / -15.67"
C -0.91705 -0.49243 0.45240 -0.28 -1.55 -3.47
O -0.38532 -0.51971 -0.85796 -0.74 -0.27 3.46
C -0.36641 0.71722 -1.50755 -0.58 1.61 -1.05
C 1.01066 0.98678 -2.06201 0.86 -0.16 -0.65
O 1.54154 -0.18481 -2.62982 -0.98 0.19 0.69
C 2.70815 0.04043 -3.37827 0.81 0.23 -0.58
H -1.02934 -1.55629 0.72440 0.19 0.38 0.29
H -1.88952 0.03785 0.48649 0.48 0.31 0.23
H -0.63144 1.53168 -0.80309 -0.02 -0.30 -0.35
H -1.10795 0.73614 -2.32919 0.24 -0.42 0.40
H 1.67027 1.35353 -1.25350 0.08 0.02 -0.03
H 0.93864 1.78393 -2.82508 -0.03 -0.06 0.37
H 3.49820 0.50089 -2.75947 -0.19 -0.13 -0.15
H 3.06397 -0.93001 -3.74492 -0.18 0.31 0.14
H 2.50906 0.70045 -4.24066 0.05 -0.21 0.25
Ho 0.46308 0.41391 2.33321 0.33 0.23 0.16
O -0.91958 -0.97600 3.56133 1.74 0.45 -0.77
H -0.54253 -1.84260 3.75579 -0.70 -0.27 0.43
C -2.18175 -0.66208 4.15902 -0.89 0.26 0.49
H -2.33224 -1.33169 5.01038 -0.45 0.10 -0.41
H -2.16178 0.36277 4.54283 0.30 -0.14 0.06
H -2.93865 -0.66998 3.36568 -0.04 -0.55 0.49

=====

What is the charge in the second record? +2